Entry 1:
Here is a molecular structure, C7H13N in a non-equilibrium geometry from OMol25. Energies are from ωB97M-V/def2-TZVPD.

The geometry in XYZ format:
```
21
Properties=species:S:1:pos:R:3
C -1.14 0.29 0.01
C -1.29 0.27 1.51
C 2.76 0.81 0.56
C -1.14 -0.90 -0.71
C 1.72 -0.01 -0.13
N -1.43 1.50 -0.62
C -1.99 -1.64 -1.39
C 1.66 -1.20 -0.61
H 0.66 0.45 0.01
H -1.44 1.48 -1.63
H -1.36 2.34 -0.07
H -0.75 1.10 1.96
H -2.35 0.36 1.78
H -0.90 -0.66 1.92
H 3.73 0.31 0.56
H 2.87 1.79 0.08
H 2.47 1.01 1.60
H -1.65 -2.51 -1.94
H -3.06 -1.46 -1.37
H 0.24 -1.36 -0.79
H 2.40 -1.98 -0.73
```

Summary:
Charge: 0
E_tot: -329.0942 hartree

Charges in e, computed with Mulliken, in the same order as the atoms:
1. C 0.700
2. C -1.278
3. C -0.986
4. C 0.022
5. C 0.371
6. N -0.388
7. C -0.885
8. C -1.037
9. H 0.048
10. H 0.241
11. H 0.205
12. H 0.374
13. H 0.383
14. H 0.335
15. H 0.306
16. H 0.247
17. H 0.274
18. H 0.315
19. H 0.317
20. H 0.120
21. H 0.317


Entry 2:
Here is C7H13N in the gas phase in a non-equilibrium geometry from OMol25. Energies are from ωB97M-V/def2-TZVPD.

The geometry in XYZ format:
```
21
Properties=species:S:1:pos:R:3
C 1.71 2.66 -0.38
C 1.58 1.24 0.25
C 0.32 0.53 -0.10
C -0.02 -0.61 0.49
C -1.25 -1.40 0.20
C -1.08 -2.69 -0.15
C -2.17 -3.69 -0.35
N 0.64 3.53 0.13
H 1.58 2.58 -1.47
H 2.66 3.14 -0.16
H 2.49 0.72 -0.19
H 1.78 1.42 1.31
H -0.32 1.02 -0.85
H 0.49 -0.87 1.45
H -2.16 -0.82 0.13
H -0.07 -3.07 -0.26
H -3.09 -3.08 -0.70
H -2.58 -4.03 0.61
H -1.87 -4.50 -1.00
H 0.52 3.43 1.13
H 0.84 4.50 -0.09
```

Summary:
Charge: 0
E_tot: -329.2015 hartree
SMILES string: C/C=C/C=C/CCN

Charges in e, computed with Mulliken, in the same order as the atoms:
1. C -0.717
2. C -0.431
3. C -0.093
4. C -0.535
5. C -0.554
6. C 0.024
7. C -1.062
8. N -0.536
9. H 0.321
10. H 0.363
11. H 0.247
12. H 0.355
13. H 0.368
14. H 0.326
15. H 0.341
16. H 0.344
17. H 0.240
18. H 0.262
19. H 0.327
20. H 0.189
21. H 0.220


Entry 3:
Here is a gas-phase ion, C7H13N (charge +1) in a non-equilibrium geometry from OMol25. Energies are from ωB97M-V/def2-TZVPD.

The geometry in XYZ format:
```
21
Properties=species:S:1:pos:R:3
C 2.27 -0.50 0.29
C 1.25 -0.10 -0.77
C 0.37 1.16 -0.51
N 0.07 0.17 2.16
C -0.89 -0.14 1.25
C -0.98 0.94 0.19
C -1.60 -0.76 -1.66
C -1.79 -0.24 -0.33
H 2.46 0.36 0.93
H 3.25 -0.78 -0.09
H 1.97 -1.32 0.95
H 0.48 -0.87 -0.69
H 1.67 -0.07 -1.76
H 1.04 1.79 0.15
H 0.06 1.79 -1.33
H -1.57 -0.85 1.74
H -0.43 0.05 3.05
H -1.55 1.78 0.56
H -1.30 -1.80 -1.68
H -1.99 -0.29 -2.54
H -2.80 -0.32 0.09
```

Summary:
Charge: +1
E_tot: -328.7371 hartree
Spin multiplicity: 2

Charges in e, computed with Mulliken, in the same order as the atoms:
1. C -1.256
2. C -0.132
3. C -0.729
4. N -0.387
5. C -0.343
6. C 0.202
7. C -1.021
8. C -0.049
9. H 0.298
10. H 0.340
11. H 0.303
12. H -0.043
13. H 0.485
14. H 0.410
15. H 0.398
16. H 0.539
17. H 0.307
18. H 0.443
19. H 0.338
20. H 0.371
21. H 0.526


Entry 4:
Here is a gas-phase ion, C7H13N2 (charge +1) in a non-equilibrium geometry from OMol25. Energies are from ωB97M-V/def2-TZVPD.

The geometry in XYZ format:
```
22
Properties=species:S:1:pos:R:3
C -2.22 -2.22 -0.62
C -1.71 -1.39 0.17
C 0.00 1.45 -0.75
C 0.32 1.28 0.73
C -1.12 -0.56 1.04
C 1.53 0.75 -2.55
C 1.17 -0.49 1.96
N 1.00 0.59 -1.43
N 0.27 -0.20 0.85
H -2.53 -3.32 -0.33
H -1.03 1.04 -1.04
H -0.09 2.60 -1.04
H 1.26 1.76 0.84
H -0.44 1.89 1.21
H -1.77 -0.13 1.71
H 1.08 1.51 -3.13
H -2.50 -1.95 -1.59
H 2.27 -0.07 -2.87
H 2.17 -0.32 1.77
H 0.98 0.02 2.91
H 0.88 -1.53 2.20
H 0.49 -0.71 -0.05
```

Summary:
Charge: +1
E_tot: -383.6288 hartree
SMILES string: C=C=C[N@H+](C)CCN=C

Charges in e, computed with Mulliken, in the same order as the atoms:
1. C -0.540
2. C 0.306
3. C -0.618
4. C -0.672
5. C -0.710
6. C -0.366
7. C -1.026
8. N -0.259
9. N 0.285
10. H 0.236
11. H 0.285
12. H 0.413
13. H 0.372
14. H 0.342
15. H 0.394
16. H 0.293
17. H 0.297
18. H 0.256
19. H 0.435
20. H 0.388
21. H 0.389
22. H 0.501


Entry 5:
Here is a gas-phase ion, C7H13N2O (charge +1) in a non-equilibrium geometry from OMol25. Energies are from ωB97M-V/def2-TZVPD.

The geometry in XYZ format:
```
23
Properties=species:S:1:pos:R:3
C 1.31 1.51 -0.60
C 0.41 0.53 -0.29
C 2.43 -0.32 0.02
C 3.52 -1.26 0.31
C -1.69 1.44 0.88
C -2.97 -1.18 -0.41
C -1.33 0.54 -0.34
N 2.52 0.97 -0.43
N 1.10 -0.61 -0.03
O -1.58 -0.82 -0.28
H 1.29 2.58 -0.91
H 4.25 -1.39 -0.65
H 4.06 -0.87 1.08
H 3.03 -2.17 0.38
H -2.67 1.88 0.56
H -1.00 2.28 1.15
H -1.67 0.88 1.74
H -3.55 -0.42 -0.15
H -3.05 -2.09 0.25
H -3.06 -1.35 -1.43
H -1.71 0.92 -1.23
H 3.39 1.51 -0.37
H 0.61 -1.47 0.14
```

Summary:
Charge: +1
E_tot: -458.9821 hartree
SMILES string: CO[C@@H](C)c1c[nH]c(C)[nH+]1

Charges in e, computed with Mulliken, in the same order as the atoms:
1. C -0.520
2. C -0.157
3. C 0.404
4. C -1.161
5. C -1.293
6. C -0.823
7. C 0.256
8. N -0.019
9. N 0.098
10. O -0.386
11. H 0.417
12. H 0.320
13. H 0.376
14. H 0.313
15. H 0.351
16. H 0.405
17. H 0.381
18. H 0.375
19. H 0.242
20. H 0.338
21. H 0.561
22. H 0.285
23. H 0.237


Entry 6:
Here is a gas-phase ion, C7H13N2O2 (charge +1) in a non-equilibrium geometry from OMol25. Energies are from ωB97M-V/def2-TZVPD.

The geometry in XYZ format:
```
24
Properties=species:S:1:pos:R:3
C 0.89 -0.65 2.10
C 1.68 -0.31 0.81
C -0.41 0.15 2.16
C 1.03 -0.46 -0.56
C -1.45 -0.48 1.18
C -0.11 0.56 -0.77
C -1.05 -0.42 -0.22
N -0.27 0.93 -2.20
N -1.39 1.02 -2.70
O 0.73 0.97 -2.88
O -1.52 1.42 -3.97
H 0.44 -1.73 2.11
H 1.73 -0.51 2.81
H 2.08 0.71 0.84
H 2.45 -1.09 0.71
H -0.78 0.21 3.26
H -0.08 1.15 2.01
H 1.80 -0.21 -1.27
H 0.71 -1.49 -0.83
H -1.85 -1.31 1.66
H -2.34 0.13 1.25
H -0.04 1.32 -0.10
H -1.63 -1.13 -0.85
H -0.64 1.21 -4.57
```

Summary:
Charge: +1
E_tot: -533.9957 hartree

Charges in e, computed with Mulliken, in the same order as the atoms:
1. C -0.553
2. C -0.671
3. C -0.769
4. C -0.909
5. C -0.959
6. C 0.042
7. C -0.173
8. N 1.165
9. N -0.508
10. O -0.801
11. O -0.357
12. H 0.301
13. H 0.347
14. H 0.336
15. H 0.351
16. H 0.356
17. H 0.405
18. H 0.424
19. H 0.569
20. H 0.563
21. H 0.367
22. H 0.706
23. H 0.382
24. H 0.385


Entry 7:
Here is a gas-phase ion, C7H13N2OS (charge +1) in a non-equilibrium geometry from OMol25. Energies are from ωB97M-V/def2-TZVPD.

The geometry in XYZ format:
```
24
Properties=species:S:1:pos:R:3
C 4.36 -0.83 0.20
C 3.04 -1.10 0.15
C 2.17 -0.05 -0.35
C -0.15 0.47 -0.32
C -2.74 1.04 -0.09
C -1.93 -0.67 1.50
C -1.79 -0.12 0.04
N 0.80 -0.42 -0.08
N 0.09 1.63 -0.78
O 2.49 1.01 -0.84
S -2.09 -1.52 -1.13
H 4.99 -1.52 0.53
H 4.85 0.00 -0.24
H 2.48 -2.04 0.39
H -3.83 0.84 -0.28
H -2.30 1.63 -0.96
H -2.84 1.73 0.73
H -2.75 -1.24 1.69
H -1.97 0.27 2.09
H -0.93 -1.22 1.70
H 0.39 -1.33 0.02
H -0.60 2.25 -1.13
H 1.06 1.89 -0.74
H -2.78 -0.70 -2.11
```

Summary:
Charge: +1
E_tot: -857.1608 hartree
SMILES string: C=CC(=O)NC(=[NH2+])C(C)(C)S

Charges in e, computed with Mulliken, in the same order as the atoms:
1. C -0.739
2. C -0.314
3. C 0.792
4. C 0.464
5. C -1.631
6. C -1.234
7. C 0.545
8. N -0.067
9. N -0.146
10. O -0.621
11. S -0.098
12. H 0.355
13. H 0.284
14. H 0.254
15. H 0.357
16. H 0.395
17. H 0.367
18. H 0.407
19. H 0.344
20. H 0.342
21. H 0.318
22. H 0.156
23. H 0.260
24. H 0.212


Entry 8:
Here is a gas-phase ion, C7H13N2S (charge +1) in a non-equilibrium geometry from OMol25. Energies are from ωB97M-V/def2-TZVPD.

The geometry in XYZ format:
```
23
Properties=species:S:1:pos:R:3
C 0.38 -0.99 -0.89
C -0.20 2.65 -0.08
C 0.92 2.20 0.58
C -1.23 0.54 -2.38
C -0.11 -0.27 1.59
C -1.06 -0.63 2.47
C 1.24 -2.14 0.95
N -0.27 -0.48 -1.94
N 0.41 -1.09 0.42
S 0.99 1.02 1.88
H 1.01 -1.77 -1.30
H -0.08 3.47 -0.71
H -1.15 2.28 0.06
H 1.91 2.55 0.56
H -0.65 1.47 -2.26
H -1.51 0.50 -3.41
H -1.70 -1.50 2.35
H -2.15 0.42 -1.83
H -1.26 -0.13 3.40
H 2.24 -1.99 0.47
H 0.76 -3.20 0.74
H 1.53 -1.90 2.05
H -0.03 -1.03 -2.73
```

Summary:
Charge: +1
E_tot: -781.8504 hartree
SMILES string: C=CSC(=C)/[N+](C)=C\NC

Charges in e, computed with Mulliken, in the same order as the atoms:
1. C 0.265
2. C -1.182
3. C 0.059
4. C -0.774
5. C 0.012
6. C -0.630
7. C -1.084
8. N -0.197
9. N 0.068
10. S -0.055
11. H 0.368
12. H 0.352
13. H 0.459
14. H 0.405
15. H 0.302
16. H 0.313
17. H 0.296
18. H 0.317
19. H 0.293
20. H 0.469
21. H 0.325
22. H 0.359
23. H 0.258


Entry 9:
Here is C7H13N3 in the gas phase in a non-equilibrium geometry from OMol25. Energies are from ωB97M-V/def2-TZVPD.

The geometry in XYZ format:
```
23
Properties=species:S:1:pos:R:3
C -0.06 -2.38 -0.55
C 1.09 -1.74 -0.41
C -1.47 -0.49 0.00
C -1.10 -1.97 0.31
C -0.40 0.52 -0.07
C -0.10 0.96 -1.41
C -0.33 1.46 1.09
N -2.72 -0.31 -0.15
N 1.20 -0.69 0.48
N 2.39 -0.02 0.42
H -0.19 -3.16 -1.21
H 2.00 -1.89 -0.93
H -2.08 -2.56 -0.05
H -0.91 -2.10 1.37
H 0.83 1.51 -1.54
H -0.87 1.65 -1.74
H -0.13 0.10 -2.04
H 0.64 2.10 1.03
H -0.22 0.88 2.05
H -1.30 1.97 1.21
H -3.00 0.63 -0.22
H 2.48 0.58 -0.32
H 2.48 0.67 1.27
```

Summary:
Charge: 0
E_tot: -438.6374 hartree

Charges in e, computed with Mulliken, in the same order as the atoms:
1. C -0.836
2. C -0.189
3. C 0.184
4. C -0.451
5. C 1.199
6. C -1.518
7. C -1.419
8. N -0.755
9. N 0.030
10. N -0.738
11. H 0.454
12. H 0.462
13. H 0.264
14. H 0.353
15. H 0.404
16. H 0.364
17. H 0.410
18. H 0.280
19. H 0.357
20. H 0.371
21. H 0.252
22. H 0.243
23. H 0.277


Entry 10:
Here is 2 unconnected molecules or ions with the total composition C7H13N3 in a non-equilibrium geometry from OMol25. Energies are from ωB97M-V/def2-TZVPD.

The geometry in XYZ format:
```
23
Properties=species:S:1:pos:R:3
C 1.82 -0.01 -0.84
C 1.16 -1.37 -0.89
C 2.26 0.61 0.18
C 1.69 -2.48 -0.45
C -1.65 0.41 0.00
C -1.05 0.53 1.46
C -2.44 -0.80 -0.16
N 2.37 1.26 1.18
N -1.44 1.28 -0.88
N -0.70 2.36 -0.68
H 1.63 0.53 -1.79
H 0.30 -1.31 -1.46
H 2.61 -2.40 0.11
H 1.09 -3.31 -0.59
H -1.48 1.43 1.89
H 0.09 0.67 1.42
H -1.25 -0.39 2.12
H -2.16 -1.38 0.63
H -2.27 -1.25 -1.15
H -3.57 -0.58 -0.27
H 3.14 1.27 1.89
H 0.20 2.36 -0.07
H -0.34 2.58 -1.66
```

Summary:
Charge: 0
E_tot: -438.6264 hartree
SMILES string: C=CC=C=N.CC(C)=NN

Charges in e, computed with Mulliken, in the same order as the atoms:
1. C -0.666
2. C -0.134
3. C 0.445
4. C -0.795
5. C 0.906
6. C -1.044
7. C -1.215
8. N -0.465
9. N -0.298
10. N -0.693
11. H 0.327
12. H 0.429
13. H 0.262
14. H 0.336
15. H 0.332
16. H 0.157
17. H 0.355
18. H 0.361
19. H 0.334
20. H 0.280
21. H 0.248
22. H 0.235
23. H 0.303


For each record above, in turn, the calculated energy relative to the best compared isomer or geometry (same formula, charge and spin) values are 4.823; 1.903; 6.292; 5.126; 2.499; 7.829; 1.898; 4.416; 4.000; 4.299 eV.